[1]
C14H16Br2N2O3 | the ωB97M-V functional and the def2-TZVPD basis

frontier orbital gap: 9.39 eV
E_HOMO: -9.079 eV
largest force on an atom: 0.027 Eh/bohr

```
! RIJCOSX wB97M-V def2-TZVPD def2/J DEFGRID3
* xyz 0 1
C 3.59995 0.99161 1.56797
C 3.33171 0.70778 0.10804
C 3.57268 -0.64671 -0.48658
C 4.50613 0.46845 -0.81117
H 5.49890 0.44437 -0.38455
H 4.46150 0.90235 -1.80107
Br 2.38891 -1.29641 -1.87189
Br 4.17484 -2.10551 0.63543
C 2.20417 1.52941 -0.50277
O 2.44899 2.42082 -1.29146
N 0.94748 1.23028 -0.12291
C 0.52762 0.16111 0.75447
H 0.33489 0.55260 1.76178
C -0.74450 -0.49311 0.21678
N -1.81218 0.48095 0.14570
C -3.13471 0.20945 -0.00882
O -3.96153 1.10853 -0.04536
C -3.57703 -1.18671 -0.12977
C -4.88266 -1.61490 -0.14969
C -4.84170 -3.01185 -0.32973
C -3.52087 -3.33690 -0.41338
O -2.75006 -2.24868 -0.29313
H -3.02052 -4.27506 -0.55380
H -5.67495 -3.68070 -0.39140
H -5.74399 -0.98867 -0.04611
C -1.39474 1.86983 0.11478
C -0.13155 2.01100 -0.71501
H -0.31164 1.66458 -1.73945
H 0.18980 3.05413 -0.76664
H -1.22873 2.24297 1.13242
H -2.21193 2.44610 -0.32513
H -0.54092 -0.92071 -0.77345
H -1.02559 -1.30813 0.88787
H 1.30030 -0.60299 0.82915
H 2.75657 0.71660 2.19731
H 3.78830 2.05701 1.68991
H 4.47706 0.44712 1.91168
*
```


[2]
C38H33FeN4O4SSi | the ωB97M-V functional and the def2-TZVPD basis

ΔE to the lowest compared entry with this formula, charge and spin: 0.0 kJ/mol
frontier orbital gap (spin up / spin down): 6.12 / 7.10 eV
E_HOMO (spin up / spin down): -6.601 / -8.145 eV
largest force on an atom: 0.024 Eh/bohr

```
! RIJCOSX wB97M-V def2-TZVPD def2/J DEFGRID3
* xyz 0 6
Fe 0.10228 0.16936 -0.25643
O 1.77574 -0.02348 3.49823
C 1.49924 0.02784 2.31212
O 0.35182 0.04403 1.75594
C 2.64801 0.05444 1.30292
C 3.96829 -0.23550 1.71449
C 4.94528 -0.25099 0.77602
C 4.63465 0.05671 -0.56913
C 5.61861 0.07802 -1.59604
C 5.27655 0.40588 -2.86684
C 3.93163 0.74742 -3.17788
C 2.96974 0.73095 -2.21687
C 3.29948 0.35810 -0.88838
N 2.31525 0.32051 0.07680
H 4.14144 -0.44386 2.76088
H 5.97118 -0.48047 1.04436
H 6.64454 -0.16301 -1.34233
H 6.03079 0.42795 -3.64293
H 3.67238 1.03322 -4.19007
H 1.95354 1.01734 -2.44406
O 0.65745 -1.75448 -1.41951
C 0.28260 -1.16462 -2.45386
C 0.40256 -1.67930 -3.85965
C 0.02194 -0.44974 -4.68077
C -0.44999 0.57071 -3.64532
O -0.92910 1.64039 -3.90727
N -0.24025 0.06280 -2.35209
H -0.28160 -2.52048 -3.98601
H 1.41320 -2.04700 -4.03333
H -0.76521 -0.61769 -5.41170
H 0.87271 -0.01647 -5.20835
C 2.05424 -4.32111 0.97728
C 0.94546 -3.63324 1.70833
C 0.78455 -3.59322 3.05548
C -0.34056 -2.90400 3.55740
N -1.24992 -2.33517 2.78931
C -1.04681 -2.31761 1.45378
S -2.02660 -1.48773 0.33877
N 0.02604 -3.00357 0.95550
C -0.50951 -2.73652 5.03317
H 2.76764 -4.74579 1.67989
H 2.57418 -3.61741 0.32203
H 1.65399 -5.12083 0.35229
H 1.50172 -4.06165 3.71476
H 0.15064 -2.92895 -0.05845
H -0.06742 -3.56031 5.59310
H -1.56224 -2.62513 5.28132
H 0.01014 -1.81430 5.31006
C -2.12507 4.21045 4.36149
C -1.65359 2.90559 4.36582
C -1.47797 2.21748 3.16774
C -1.77161 2.83065 1.94514
C -2.23650 4.15227 1.96023
C -2.41358 4.83659 3.15520
Si -1.66380 1.98223 0.28956
C -0.85913 3.18145 -0.93067
C -1.61428 4.00600 -1.77554
C -1.00697 4.96003 -2.58248
C 0.37482 5.10288 -2.57658
C 1.14651 4.29528 -1.75467
C 0.52974 3.35519 -0.93650
C -3.36444 1.56739 -0.31030
C -4.43435 1.46173 0.58259
C -5.71284 1.15565 0.13024
C -5.93880 0.94699 -1.22430
C -4.88524 1.03941 -2.12550
C -3.60863 1.34567 -1.67241
H -2.26943 4.74079 5.29526
H -1.41852 2.41664 5.30368
H -1.10654 1.19806 3.18530
H -2.46057 4.66150 1.02745
H -2.77515 5.85805 3.14550
H -2.69125 3.88944 -1.81637
H -1.61187 5.58938 -3.22374
H 0.84840 5.84296 -3.21054
H 2.22539 4.40274 -1.74231
H 1.15644 2.76314 -0.27231
H -4.26612 1.61475 1.64361
H -6.53334 1.08228 0.83371
H -6.93537 0.71237 -1.57816
H -5.05882 0.87701 -3.18316
H -2.79664 1.42603 -2.38929
*
```


[3]
C2ClNO2 | the ωB97M-V functional and the def2-TZVPD basis

ΔE to the lowest compared entry with this formula, charge and spin: 177.4 kJ/mol
frontier orbital gap: 10.15 eV
E_HOMO: -10.813 eV
largest force on an atom: 0.040 Eh/bohr

```
! RIJCOSX wB97M-V def2-TZVPD def2/J DEFGRID3
* xyz 0 1
C -0.81537 -0.74869 0.09011
C 0.81485 1.56554 -0.13009
N 0.37005 -0.61628 -0.11427
O -1.94590 -0.63391 0.26603
O -0.13492 2.12354 0.15636
Cl 1.71129 -1.69020 -0.26815
*
```


[4]
C4H13P3 | the ωB97M-V functional and the def2-TZVPD basis

ΔE to the lowest compared entry with this formula, charge and spin: 149.5 kJ/mol
frontier orbital gap: 7.50 eV
E_HOMO: -6.720 eV
largest force on an atom: 0.052 Eh/bohr

```
! RIJCOSX wB97M-V def2-TZVPD def2/J DEFGRID3
* xyz 0 1
C 1.08319 -1.84967 -0.90978
C 1.33474 -0.36661 -0.73796
P -0.06806 0.20793 0.37418
C 0.32584 -0.54645 1.98756
P 0.14087 2.43213 0.50124
P -2.08265 -0.33178 0.16398
C -2.83840 1.19990 -0.59766
H -0.01373 -1.97133 -1.03285
H 1.52012 -2.11875 -1.89759
H 1.56289 -2.41986 -0.15721
H 1.38490 0.03601 -1.74994
H 2.26678 -0.17657 -0.04887
H -0.56281 -0.47943 2.70640
H 0.35463 -1.54147 1.52393
H 1.24405 -0.32165 2.50355
H -0.80567 2.38722 1.53632
H 1.25596 2.46016 1.42745
H -3.00004 0.98660 -1.68479
H -3.91048 1.29612 -0.29365
H -2.47072 2.15294 -0.30564
*
```


[5]
C29H39BBiF6N9O5PS4Si | the ωB97M-V functional and the def2-TZVPD basis

ΔE to the lowest compared entry with this formula, charge and spin: 10.4 kJ/mol
frontier orbital gap: 8.29 eV
E_HOMO: -5.863 eV
largest force on an atom: 0.015 Eh/bohr

```
! RIJCOSX wB97M-V def2-TZVPD def2/J DEFGRID3
* xyz -1 1
Bi -0.36179 0.47628 0.47089
C -1.96552 2.77435 -3.29584
C -1.00160 1.93303 -2.72798
N -1.54415 1.17378 -1.78066
N -2.84745 1.51148 -1.71360
C -3.12434 2.47273 -2.61072
B -3.77484 0.87907 -0.64930
N -3.58808 1.60856 0.70197
C -4.34893 2.56264 1.25966
C -3.76230 2.94914 2.44880
C -2.60783 2.16643 2.53336
N -2.51768 1.35699 1.48214
N -3.38510 -0.60462 -0.44288
C -4.17793 -1.67846 -0.59855
C -3.45572 -2.80937 -0.26834
C -2.19252 -2.32680 0.09046
N -2.16700 -1.00592 -0.02425
H -1.82536 3.50925 -4.07103
H 0.04296 1.81683 -2.97982
H -4.12124 2.87286 -2.71325
H -4.92202 0.94730 -1.00091
H -5.26321 2.89077 0.78924
H -4.10639 3.69755 3.14318
H -1.85490 2.13171 3.30571
H -5.19765 -1.56430 -0.92928
H -3.78582 -3.83424 -0.28661
H -1.31131 -2.86319 0.41888
F 0.50746 5.83149 4.24429
C 0.00243 4.67942 3.80363
F 0.04293 3.78925 4.80084
F -1.27498 4.87404 3.46304
S 0.95798 4.03220 2.35979
O 0.42862 2.70085 2.17913
O 2.33355 4.12330 2.75301
N 0.62799 5.10511 1.26373
S -0.12006 4.85556 -0.10502
O -0.93299 3.67802 -0.16758
O 0.72220 5.16312 -1.22492
C -1.31132 6.26345 -0.05785
F -2.10408 6.19617 -1.13109
F -2.07541 6.21567 1.03618
F -0.66680 7.43282 -0.07939
N 2.14075 0.15789 1.35306
C 3.38675 -0.11666 0.62979
C 3.98561 1.07425 -0.10892
C 3.15548 1.62393 -1.26485
N 1.94829 2.30594 -0.80264
H 2.20814 0.99825 1.92213
H 1.87703 -0.62499 1.94347
H 3.18274 -0.89571 -0.09880
H 4.14881 -0.50961 1.31202
H 4.93770 0.73695 -0.52423
H 4.19669 1.88414 0.60202
H 2.84868 0.79431 -1.90919
H 3.80273 2.28421 -1.85856
H 1.49184 2.79316 -1.56401
H 2.19473 3.00518 -0.11093
S 1.49199 -3.57706 0.53002
P 1.46188 -2.81239 -1.27221
S 0.54661 -1.02387 -1.62915
C 0.69092 -3.99569 -2.43997
C -0.53502 -3.74716 -3.04354
C -1.11189 -4.71106 -3.86258
C -0.46545 -5.91773 -4.08203
C 0.76377 -6.16688 -3.48111
C 1.33809 -5.21064 -2.65933
C 3.14653 -2.63972 -1.98681
C 4.25415 -3.11609 -1.29807
C 5.52782 -2.96631 -1.83715
C 5.69309 -2.34223 -3.06393
C 4.58509 -1.86561 -3.75620
C 3.31513 -2.01163 -3.22070
H -1.02485 -2.79629 -2.87184
H -2.07214 -4.51729 -4.32557
H -0.92090 -6.66997 -4.71504
H 1.26725 -7.11212 -3.64451
H 2.28926 -5.40343 -2.17591
H 4.10234 -3.59451 -0.33666
H 6.38979 -3.33313 -1.29246
H 6.68439 -2.22301 -3.48452
H 4.71276 -1.36955 -4.71085
H 2.44491 -1.63186 -3.74323
C -0.53587 -3.19153 3.78435
Si -1.06765 -1.41170 3.45806
C -2.95667 -1.41989 3.40566
C -0.54818 -0.37618 4.94839
O -0.31598 -0.91362 2.11772
H -0.80392 -3.51364 4.79653
H 0.54813 -3.28941 3.66802
H -1.00432 -3.88075 3.07438
H -3.36660 -2.18798 4.06934
H -3.31405 -1.62533 2.39102
H -3.37697 -0.45768 3.70680
H -1.18022 -0.58205 5.81788
H -0.61776 0.69445 4.72501
H 0.48871 -0.58505 5.23080
*
```


[6]
C41H80BCl26NO6S | the ωB97M-V functional and the def2-TZVPD basis

frontier orbital gap: 8.99 eV
E_HOMO: -8.673 eV
largest force on an atom: 0.064 Eh/bohr

```
! RIJCOSX wB97M-V def2-TZVPD def2/J DEFGRID3
* xyz 0 1
C 0.60544 -0.91741 6.31102
C 0.78539 -0.82610 5.13456
C 1.02776 -0.72252 3.70884
C 0.09527 0.28691 3.01354
N -1.24928 0.05446 3.52486
C 0.11836 0.05369 1.47002
C 0.50012 1.22181 0.53274
B 2.01100 1.05781 0.05276
O 2.20239 -0.12981 -0.65869
C 3.26014 1.99870 0.19445
C 3.69164 2.34554 1.63865
C 0.01397 2.55860 1.04167
C 0.35225 3.68150 0.08562
C 0.08687 3.44754 -1.39962
C -1.31922 2.98946 -1.77437
O -1.35070 2.38907 1.35106
C -2.22846 3.50872 1.41674
C -2.10828 4.45056 2.59671
C -3.32647 5.36810 2.57538
O -0.94913 5.27188 2.50880
O 0.70376 2.92860 2.27704
S 0.53913 1.99116 3.54502
O -0.47778 2.49901 4.41208
O 1.84006 1.90462 4.14783
H 0.18904 -1.04493 7.27359
H 2.06615 -0.46787 3.53756
H 0.75453 -1.68484 3.28077
H -1.90679 0.57396 2.95619
H -1.46736 -0.93255 3.43579
H 0.77229 -0.79030 1.27792
H -0.86897 -0.28302 1.19178
H -0.08225 1.03966 -0.36375
H 2.83241 -0.67406 -0.15661
H 4.10897 1.47532 -0.23775
H 3.18594 2.90160 -0.40456
H 4.76669 2.50557 1.63623
H 3.24196 3.25466 2.01061
H 3.50886 1.51609 2.31039
H 1.40810 3.87627 0.22914
H -0.12599 4.60735 0.37908
H 0.80637 2.76447 -1.84606
H 0.25201 4.39823 -1.89708
H -1.68814 2.16491 -1.17518
H -2.01802 3.81178 -1.64678
H -1.36912 2.70288 -2.81876
H -2.23777 4.11213 0.51242
H -3.22359 3.08197 1.47422
H -2.13459 3.92616 3.54374
H -3.34613 5.98787 1.68606
H -4.22402 4.75263 2.58796
H -3.35038 5.94836 3.48485
H -0.37597 5.11074 3.26638
Cl 6.14434 3.18087 -1.40639
C 7.07177 1.65210 -1.31547
C 7.03406 0.88889 -2.61158
Cl 5.41832 0.21682 -2.96653
H 6.66806 1.06362 -0.49434
H 8.10165 1.91016 -1.08530
H 7.72041 0.04578 -2.55264
H 7.32566 1.51931 -3.44746
Cl 8.21966 -0.13655 -0.06349
C 9.86234 -0.58130 -0.59970
C 10.68722 0.62953 -0.94851
Cl 10.07810 1.44151 -2.41040
H 9.76352 -1.25361 -1.44748
H 10.33149 -1.11961 0.22179
H 11.71461 0.33080 -1.15011
H 10.68739 1.35805 -0.14299
Cl 12.39145 3.68385 -0.65537
C 11.53807 5.14621 -0.10159
C 10.45812 4.80191 0.88368
Cl 9.15424 3.84839 0.13940
H 11.14076 5.64084 -0.98350
H 12.26769 5.79980 0.37290
H 10.01660 5.71479 1.27977
H 10.85267 4.21593 1.70967
Cl 3.61321 -5.71102 -1.56965
C 2.30630 -4.49682 -1.65515
C 2.77967 -3.11796 -1.28852
Cl 3.20546 -2.98007 0.44643
H 1.50234 -4.82744 -1.00404
H 1.94659 -4.48663 -2.68229
H 1.99194 -2.39179 -1.47682
H 3.65834 -2.83152 -1.86071
Cl -2.09860 8.29712 4.10343
C -2.96253 9.74910 4.66483
C -4.08728 9.40560 5.60580
Cl -5.41283 8.54919 4.77636
H -3.32705 10.27993 3.78940
H -2.23675 10.37895 5.17671
H -4.50830 10.31850 6.02331
H -3.74155 8.77477 6.42007
Cl -2.82716 -2.78476 3.17995
C -3.20483 -2.86826 1.43951
C -2.34675 -3.88035 0.73143
Cl -0.63192 -3.37613 0.65638
H -3.07847 -1.87132 1.02305
H -4.25184 -3.15222 1.35287
H -2.68830 -4.00031 -0.29541
H -2.39182 -4.84399 1.22291
Cl 5.88840 6.21264 3.08750
C 4.44218 6.64476 2.13737
C 3.24814 6.92886 3.01218
Cl 2.65156 5.45903 3.81816
H 4.24205 5.82751 1.44881
H 4.69404 7.53428 1.56262
H 2.43207 7.31024 2.39979
H 3.48186 7.66297 3.77870
Cl -5.92567 -9.14999 2.50492
C -4.28616 -8.94808 1.83030
C -3.64708 -7.66503 2.29128
Cl -4.44243 -6.21587 1.60861
H -4.36236 -8.99489 0.74797
H -3.69201 -9.79196 2.17547
H -2.60750 -7.63838 1.96801
H -3.67728 -7.57213 3.37330
Cl -9.17408 -9.69731 -2.00639
C -9.52482 -10.13047 -0.31230
C -8.31507 -10.69790 0.38205
Cl -7.86272 -12.29767 -0.26196
H -10.35294 -10.83386 -0.31419
H -9.84095 -9.21790 0.18957
H -8.53022 -10.82824 1.44102
H -7.45512 -10.04204 0.28059
Cl 3.06130 -1.71806 -4.49170
C 2.75947 -1.67472 -6.24801
C 3.99202 -1.29727 -7.02720
Cl 4.46017 0.40018 -6.76096
H 1.94686 -0.97630 -6.42843
H 2.43380 -2.67193 -6.53912
H 3.79669 -1.41129 -8.09205
H 4.83737 -1.92419 -6.75658
Cl -1.42655 6.93786 -1.46319
C -2.80255 7.36774 -2.51182
C -4.08111 7.50283 -1.72696
Cl -4.65710 5.93858 -1.09695
H -2.88666 6.60935 -3.28565
H -2.55958 8.31954 -2.98069
H -4.86821 7.89492 -2.36848
H -3.95268 8.17402 -0.88186
Cl -4.58282 -10.42691 -3.18061
C -5.86306 -9.22781 -3.51696
C -5.42741 -7.82748 -3.18349
Cl -5.22676 -7.59043 -1.42494
H -6.74129 -9.51249 -2.94646
H -6.09770 -9.30016 -4.57491
H -6.18657 -7.12098 -3.51426
H -4.48360 -7.57868 -3.66151
Cl -10.90699 -6.82757 -3.85040
C -10.94949 -7.36124 -5.54779
C -9.96098 -8.46973 -5.80575
Cl -8.27190 -7.90726 -5.67328
H -10.75454 -6.49516 -6.17429
H -11.95634 -7.72057 -5.75222
H -10.09241 -8.85423 -6.81534
H -10.08976 -9.28672 -5.10055
*
```


[7]
C4H9NS | the ωB97M-V functional and the def2-TZVPD basis

ΔE to the lowest compared entry with this formula, charge and spin: 197.8 kJ/mol
frontier orbital gap: 9.42 eV
E_HOMO: -8.511 eV
largest force on an atom: 0.062 Eh/bohr

```
! RIJCOSX wB97M-V def2-TZVPD def2/J DEFGRID3
* xyz 0 1
C -2.13196 0.95180 0.03047
S -1.97289 -0.78964 -0.59003
C -0.33863 -1.20316 0.15591
C 0.65066 -0.08364 0.14184
C 2.07219 -0.36375 -0.05509
N 1.23271 0.32129 -1.09350
H -1.81438 0.94326 1.14920
H -1.56911 1.75398 -0.48742
H -3.18520 1.24242 0.06339
H -0.46606 -1.63158 1.20774
H 0.04976 -2.07860 -0.43294
H 0.54005 0.63077 0.93010
H 2.75856 0.25502 0.49541
H 2.67828 -1.23724 -0.50412
H 1.49602 1.28908 -1.01095
*
```


[8]
C5H8O | the ωB97M-V functional and the def2-TZVPD basis

ΔE to the lowest compared entry with this formula, charge and spin: 437.1 kJ/mol
frontier orbital gap (spin up / spin down): 8.26 / 8.26 eV
E_HOMO (spin up / spin down): -7.937 / -7.937 eV
largest force on an atom: 0.042 Eh/bohr

```
! RIJCOSX wB97M-V def2-TZVPD def2/J DEFGRID3
* xyz 0 1
C 1.83976 0.47920 0.29529
C 0.40995 0.18634 0.06547
C -0.23630 -1.08089 -0.41407
C -1.75993 -0.66605 -0.15543
O -2.35577 -0.82230 0.90258
C -0.66764 1.01337 0.24894
H 2.21332 -0.10184 1.13372
H 1.98086 1.55029 0.47834
H 2.41903 0.21110 -0.60118
H -0.73279 1.17492 -0.82624
H -0.08269 -1.83117 0.37221
H 0.08510 -1.51146 -1.37921
H -2.34304 -0.57764 -1.09326
H -0.80092 1.85679 0.91579
*
```


[9]
C2H3MgO2 | the ωB97M-V functional and the def2-TZVPD basis

ΔE to the lowest compared entry with this formula, charge and spin: 115.9 kJ/mol
frontier orbital gap (spin up / spin down): 6.95 / 7.75 eV
E_HOMO (spin up / spin down): -6.643 / -8.454 eV
largest force on an atom: 0.058 Eh/bohr

```
! RIJCOSX wB97M-V def2-TZVPD def2/J DEFGRID3
* xyz 0 2
C 0.39595 -0.31374 0.73340
C 0.77784 0.54966 -0.31227
O -0.10552 0.88986 -1.26319
O -0.90316 -0.71001 0.59547
H 1.44986 -0.73250 -0.05097
H -1.14949 -1.40865 1.21040
Mg -1.96029 0.41157 -0.95348
H 1.49479 1.31381 0.04065
*
```


[10]
CH4IN2 | the ωB97M-V functional and the def2-TZVPD basis

ΔE to the lowest compared entry with this formula, charge and spin: 79.1 kJ/mol
frontier orbital gap: 9.24 eV
E_HOMO: -14.474 eV
largest force on an atom: 0.048 Eh/bohr

```
! RIJCOSX wB97M-V def2-TZVPD def2/J DEFGRID3
* xyz 1 1
N -0.67479 -0.97193 -0.05266
C -0.50938 0.32435 0.06509
N 0.70335 0.85020 -0.07345
I 2.51208 -0.08311 -0.01292
H -1.63659 -1.36914 0.18722
H 0.19249 -1.49849 -0.13298
H -1.53448 0.87678 0.10013
H 0.94732 1.87133 -0.08044
*
```


Which of these has the highest largest force on an atom? C41H80BCl26NO6S


What is the largest force on an atom in the seventh record? 0.062 Eh/bohr